[1]
125
Properties=species:S:1:pos:R:3 method="wB97M-V/def2-TZVPD" orbital_gap_ha=0.291 charge=-1 lumo_ev=2.344 de_lowest_ev=1.5431
Cl 5.11 7.14 15.36
O 4.04 6.30 15.84
O -0.22 7.87 15.34
O 10.74 7.91 17.55
O 1.42 2.41 18.66
O -2.28 7.30 19.00
O 6.24 7.01 16.24
O 8.28 7.05 20.96
O 2.66 13.06 14.09
O 13.97 11.20 16.20
O 5.47 6.78 14.03
O 4.59 8.50 15.41
O 2.12 7.65 19.66
O 1.93 4.13 15.99
O 5.54 10.16 10.56
N 4.85 6.74 19.52
N -2.69 6.48 16.28
N 3.34 9.61 12.97
N 12.99 9.51 18.48
N 1.38 5.33 18.40
C 11.30 7.80 18.84
C 3.06 8.35 18.86
C -1.42 7.71 14.60
C -2.63 7.73 15.52
C 6.92 7.48 20.82
C 1.22 1.01 18.75
C 4.55 8.11 19.11
C 6.68 10.89 10.93
C -3.79 6.44 17.25
C -2.07 8.36 19.92
C 13.52 12.45 15.69
C 2.46 11.67 13.91
C 2.23 3.72 14.66
C 9.05 8.05 21.59
C 0.38 4.57 19.18
C 3.45 11.08 12.91
C 12.80 8.09 18.77
C 0.86 8.15 14.47
C 5.26 9.07 11.42
C 0.20 3.12 18.78
C 1.95 13.56 15.19
C 14.34 11.26 17.55
C 3.75 8.93 11.77
C 6.24 6.52 19.81
C 0.79 5.90 17.17
C 9.34 7.62 17.58
C 2.06 8.11 21.01
C -3.53 7.43 18.36
C 0.74 4.90 16.00
C 14.37 9.86 18.16
H 1.48 6.70 16.92
H -0.61 5.05 19.10
H 5.16 8.44 18.26
H 2.19 4.59 14.00
H 1.58 6.16 18.98
H 13.21 7.85 19.75
H 0.61 4.69 20.24
H -3.65 8.46 18.01
H 4.27 6.52 20.31
H -1.42 6.87 13.90
H 6.88 6.58 18.93
H 0.60 5.48 15.09
H 2.41 13.28 16.14
H -1.54 8.63 14.01
H 5.48 8.07 11.03
H 13.28 7.45 18.02
H 12.56 12.72 16.14
H -2.79 8.31 20.74
H 2.16 0.55 18.44
H 7.60 10.33 10.73
H 5.85 9.11 12.34
H 0.37 0.64 18.18
H 2.83 9.42 18.97
H 11.08 6.84 19.31
H 4.86 8.80 19.91
H 8.94 7.87 16.60
H 6.35 5.53 20.26
H 1.02 7.33 13.76
H 6.47 7.51 21.82
H 3.58 7.86 11.94
H 6.95 8.51 20.43
H 1.04 0.78 19.81
H 1.74 9.16 20.98
H 14.94 9.87 19.08
H 3.15 11.42 11.91
H -2.22 9.29 19.37
H 9.21 6.56 17.82
H 8.60 8.45 22.50
H -0.17 6.38 17.32
H 1.51 2.97 14.31
H -3.87 5.43 17.67
H 3.03 8.05 21.51
H 1.44 11.51 13.54
H 0.78 9.09 13.92
H 4.50 11.36 13.05
H 0.90 13.25 15.15
H -2.51 8.65 16.10
H 2.54 11.13 14.86
H 1.80 8.27 15.01
H 12.40 9.66 17.66
H -4.31 7.39 19.14
H 10.96 8.59 19.52
H -3.59 7.81 14.99
H 8.83 8.17 18.38
H -0.13 4.24 16.08
H 15.37 11.65 17.62
H 3.19 3.22 14.72
H 13.75 11.96 18.14
H 14.28 13.21 15.88
H 6.70 11.82 10.36
H 2.77 8.11 17.84
H 9.31 8.74 20.78
H -1.09 8.31 20.38
H -0.35 3.11 17.84
H 9.96 7.56 21.94
H -0.49 2.70 19.52
H 3.72 9.27 13.84
H 14.69 9.09 17.45
H 1.96 14.65 15.22
H 6.70 11.24 11.97
H -1.79 6.25 16.67
H 1.35 7.50 21.55
H -4.76 6.59 16.77
H 3.08 9.11 10.92
H 13.37 12.31 14.63

***

[2]
140
Properties=species:S:1:pos:R:3 method="wB97M-V/def2-TZVPD" orbital_gap_ha=0.328 lumo_ev=0.243 de_lowest_ev=0.0000
K 0.47 -0.28 -0.23
S 3.39 -0.94 -3.26
S 3.63 1.61 -3.16
P -2.19 -1.02 -3.33
P 3.87 0.94 2.01
P -1.38 3.51 -0.76
P 1.20 -4.08 0.86
P -2.93 -0.27 2.17
F 4.56 2.66 -3.93
F 2.88 -1.78 -4.49
O -2.00 3.64 -2.22
O 2.33 2.17 -3.33
O 4.21 1.56 -1.85
O -3.04 -2.27 -2.91
O -3.46 -1.45 3.08
O -3.25 0.16 -3.42
O 4.40 -1.76 -2.68
O 0.94 -2.65 0.89
O -1.49 -0.31 1.94
O 2.63 -4.58 0.45
O 0.29 -4.85 -0.17
O 5.22 0.14 1.86
O -1.08 -0.66 -2.47
O -0.16 4.51 -0.72
O 3.35 0.55 3.44
O -1.12 2.12 -0.39
O 2.95 0.73 0.89
O 0.97 -4.79 2.26
O -1.84 -1.39 -4.79
O -3.85 -0.33 0.89
O -2.46 4.23 0.11
O 4.26 2.46 2.17
O 2.21 -0.68 -2.49
O -3.42 1.04 2.90
N 3.92 0.33 -4.08
C -4.23 -2.55 2.58
C 4.40 -2.94 0.27
C 7.45 0.01 1.02
C 3.82 -4.09 1.08
C 3.73 -1.38 4.80
C -1.07 -0.46 -5.61
C 2.97 -0.84 3.61
C 1.20 4.05 -0.60
C -2.64 5.67 0.15
C 0.32 -6.28 -0.25
C -3.01 -2.73 -1.55
C 4.99 2.90 3.34
C -1.85 -0.16 -6.87
C 5.16 4.41 3.21
C -5.44 0.98 -0.33
C -1.26 3.06 -3.32
C -2.13 -3.96 -1.42
C -1.77 2.76 3.32
C -0.30 4.07 -3.91
C -3.98 0.82 0.04
C -2.56 1.61 3.92
C -0.23 -4.51 3.01
C 6.04 0.42 0.70
C 1.54 3.73 0.84
C -5.03 1.33 -4.54
C -2.25 6.21 1.50
C -0.95 -6.79 -0.89
C -4.52 -0.01 -4.08
C -5.66 -2.49 3.09
C -0.14 -3.21 3.78
H -6.01 1.28 0.55
H 0.68 4.01 -3.43
H -4.22 1.98 -4.86
H -1.85 0.87 4.29
H 1.22 -6.62 -0.76
H -1.42 2.45 2.33
H -1.85 -6.39 -0.43
H -6.27 -3.24 2.59
H 3.64 -2.15 0.23
H 1.11 2.78 1.14
H -2.01 2.74 -4.04
H -0.75 -2.41 3.35
H -0.93 -7.87 -0.81
H -1.16 -3.78 -1.87
H 0.88 -2.84 3.77
H 7.46 -1.06 1.23
H 3.72 -3.87 2.15
H -2.64 -1.95 -0.88
H 1.89 -0.86 3.77
H -3.57 1.73 0.48
H -1.01 -6.53 -1.95
H 4.40 2.67 4.22
H -1.16 0.34 -7.56
H 4.22 4.92 3.39
H -0.97 0.48 -5.06
H -4.25 -2.56 1.49
H 5.99 1.47 0.41
H -1.19 6.06 1.70
H 3.56 -0.73 5.66
H 5.83 4.79 3.99
H -0.52 -3.33 4.80
H -0.70 5.06 -3.70
H 1.19 4.52 1.52
H -0.11 -0.91 -5.81
H -6.07 -1.49 2.94
H 0.37 -6.68 0.77
H -2.03 -4.25 -0.37
H 4.52 -4.93 1.05
H 4.62 -3.25 -0.74
H -0.40 -5.33 3.70
H 1.41 3.17 -1.21
H 5.57 4.65 2.23
H 3.19 -1.38 2.69
H -3.39 0.69 -0.87
H -5.57 1.74 -1.10
H -5.56 1.85 -3.73
H 5.98 2.44 3.42
H -0.78 2.14 -2.98
H -3.75 -3.47 2.92
H 1.85 4.83 -0.99
H 2.62 3.68 0.99
H -0.16 4.00 -4.99
H -2.16 -1.07 -7.38
H 5.63 -0.12 -0.15
H -2.44 7.29 1.47
H -1.99 6.12 -0.60
H -3.68 5.85 -0.09
H -0.91 3.01 3.94
H -2.62 -4.82 -1.89
H -5.84 0.03 -0.70
H 8.08 0.26 0.16
H -2.69 0.50 -6.70
H 3.37 -2.37 5.11
H -5.79 1.23 -5.31
H -2.40 3.64 3.17
H -4.46 -0.74 -4.90
H -3.23 1.96 4.69
H 7.82 0.58 1.87
H -5.74 -2.64 4.17
H -4.04 -2.95 -1.25
H 5.23 -2.47 0.80
H 4.80 -1.41 4.59
H -2.82 5.81 2.33
H -5.22 -0.47 -3.37
H -1.08 -4.56 2.32